1.
Density functional theory data (wB97M-V/def2-TZVPD) for a structure of composition C29H29F3N3O4S2V in a non-equilibrium geometry.

Summary:
E_HOMO (alpha / beta) = -0.1757 / -0.1809 Eh
calculated total energy = -98717.610 eV
multiplicity = 2
relative energy (zero: lowest compared OMol25 entry of this formula, charge and spin) = 0.0 kcal per mole
net charge = -1
expectation value of S² = 1.177
E_LUMO (alpha / beta) = 0.06761 / 0.10041 Eh

Atoms and positions in Å:
V 0.125 -0.515 0.540
N 1.100 -4.557 -0.927
C 0.534 -3.475 -0.289
S 1.559 -2.496 0.753
N -0.722 -3.255 -0.472
N -1.100 -2.183 0.376
C -2.142 -2.480 1.060
C -2.497 -1.861 2.318
C -3.651 -2.255 3.003
C -3.878 -1.831 4.293
C -2.918 -1.027 4.922
C -1.768 -0.646 4.266
C -1.559 -1.046 2.947
O -0.489 -0.616 2.284
H 2.089 -4.468 -1.085
H 0.578 -4.876 -1.729
H -2.687 -3.366 0.745
H -4.363 -2.899 2.498
H -4.779 -2.119 4.818
H -3.085 -0.688 5.938
H -1.035 0.003 4.728
C 1.200 2.269 1.448
C 1.791 1.005 1.523
C 2.170 0.614 0.198
C 1.781 1.743 -0.672
C 1.217 2.725 0.095
C 0.668 4.028 -0.398
C 2.081 1.892 -2.130
C 3.538 0.000 -0.009
C 2.268 0.368 2.797
C 0.642 3.018 2.611
H -0.333 4.219 -0.017
H 0.611 4.040 -1.486
H 1.298 4.871 -0.094
H 2.471 0.984 -2.578
H 2.828 2.681 -2.274
H 1.190 2.177 -2.696
H 4.279 0.637 0.493
H 3.809 -0.036 -1.064
H 3.644 -1.005 0.393
H 2.376 -0.712 2.700
H 1.563 0.546 3.611
H 3.242 0.772 3.100
H -0.247 2.511 3.003
H 0.350 4.032 2.335
H 1.373 3.082 3.424
C 2.345 -1.834 -4.860
C 2.796 -1.921 -3.522
C 1.985 -1.533 -2.495
C 0.670 -1.031 -2.697
C -0.186 -0.618 -1.606
C -1.464 -0.253 -1.971
C -1.915 -0.191 -3.311
C -1.088 -0.526 -4.337
C 0.223 -0.973 -4.047
C 1.087 -1.369 -5.105
H 2.990 -2.135 -5.678
H 3.794 -2.291 -3.309
H 2.342 -1.600 -1.483
H -2.196 0.000 -1.216
H -2.932 0.134 -3.509
H -1.413 -0.469 -5.371
H 0.716 -1.297 -6.123
F -2.471 4.056 0.646
C -3.173 2.970 0.301
F -4.432 3.164 0.695
F -3.161 2.868 -1.029
S -2.521 1.473 1.094
O -3.480 0.455 0.736
O -1.206 1.289 0.417
O -2.435 1.830 2.485

The net atomic charges from Löwdin, expressed in e, are: 0.822 0.065 -0.820 0.740 0.029 -0.130 -0.037 -0.155 -0.039 -0.096 -0.080 -0.010 -0.319 -0.213 0.065 0.088 0.134 0.112 0.091 0.098 0.118 -0.182 -0.318 -0.320 -0.193 -0.218 -0.024 -0.024 -0.075 -0.048 -0.005 0.056 0.072 0.081 0.058 0.090 0.088 0.092 0.065 0.025 0.047 0.072 0.085 0.074 0.079 0.083 -0.108 -0.095 -0.095 -0.174 -0.118 -0.110 -0.075 -0.063 -0.177 -0.058 0.089 0.096 0.030 0.063 0.100 0.100 0.101 0.117 -0.674 0.131 0.137 0.539 -0.266 -0.349 -0.265

***

2.
Density functional theory data (wB97M-V/def2-TZVPD) for a cluster of 2 separate species, C3H7OPS in total.

Summary:
E_HOMO = -0.3229 Eh
calculated total energy = -25394.461 eV
relative energy (zero: lowest compared OMol25 entry of this formula, charge and spin) = 39.4 kcal per mole
SMILES = CP(O)S.C#C
net charge = 0
E_LUMO = 0.02558 Eh

Atoms and positions in Å:
C -2.521 0.391 -2.670
C -1.577 0.962 -2.213
C 0.255 -0.461 2.166
O 2.078 0.960 1.029
P 0.707 0.222 0.505
S 1.538 -1.522 -0.425
H -3.346 -0.137 -3.046
H 0.570 -1.587 -1.328
H -0.748 1.488 -1.842
H 0.539 -1.509 2.256
H 0.776 0.129 2.917
H -0.820 -0.369 2.310
H 2.551 1.433 0.342

The net atomic charges from Löwdin, expressed in e, are: 0.000 -0.036 -0.320 -0.400 0.520 0.382 0.005 -0.235 -0.029 0.018 0.031 0.025 0.039

***

3.
Density functional theory data (wB97M-V/def2-TZVPD) for a structure of composition C30H54AlP2 in a non-equilibrium geometry.

Summary:
E_HOMO = -0.3629 Eh
calculated total energy = -57153.658 eV
net charge = +1
E_LUMO = -0.10501 Eh

Atoms and positions in Å:
Al -0.439 0.110 0.126
C 1.528 0.020 1.901
C 2.327 0.699 0.951
C 0.390 1.940 1.214
C 0.401 0.854 2.186
C 1.653 1.876 0.531
C 1.940 -1.131 2.746
H 2.486 -1.869 2.145
H 1.067 -1.636 3.187
H 2.593 -0.793 3.569
C -0.191 0.887 3.554
H 0.074 0.009 4.152
H -1.288 0.932 3.461
H 0.152 1.745 4.162
C -0.450 3.172 1.249
H 0.042 3.984 1.809
H -1.423 2.980 1.702
H -0.616 3.523 0.223
C 2.251 2.968 -0.272
H 2.877 3.630 0.343
H 1.479 3.602 -0.725
H 2.898 2.573 -1.066
C 3.748 0.366 0.723
H 4.359 0.694 1.575
H 4.149 0.864 -0.161
H 3.895 -0.716 0.624
C 1.570 -2.327 -2.466
C 2.536 -2.351 -1.544
C 3.985 -2.568 -1.918
C 4.729 -1.406 -2.627
C 3.898 -0.181 -2.921
C 2.938 -0.193 -3.875
C 2.644 -1.427 -4.681
C 1.877 -2.545 -3.929
H 4.061 -3.456 -2.567
H 5.177 -1.801 -3.555
H 4.545 -2.797 -0.998
H 2.469 -3.469 -4.034
H 0.502 -2.270 -2.225
H 2.349 -2.333 -0.463
H 0.930 -2.707 -4.460
H 2.055 -1.125 -5.560
H 2.423 0.711 -4.182
H 3.576 -1.855 -5.085
H 5.583 -1.097 -2.004
H 4.194 0.727 -2.409
P -1.113 -2.254 0.784
C -1.868 -2.202 2.457
H -2.464 -3.110 2.616
H -2.504 -1.317 2.521
H -1.090 -2.137 3.228
C -2.517 -2.799 -0.270
H -3.039 -3.634 0.217
H -2.133 -3.120 -1.249
H -3.207 -1.955 -0.405
C -0.075 -3.755 0.937
H 0.272 -4.081 -0.050
H -0.671 -4.551 1.401
H 0.788 -3.534 1.576
P -1.155 1.060 -2.082
C -0.203 2.485 -2.764
H -0.444 2.629 -3.828
H 0.875 2.308 -2.652
H -0.484 3.394 -2.217
C -1.514 -0.048 -3.508
H -0.613 -0.192 -4.125
H -2.305 0.405 -4.120
H -1.864 -1.018 -3.125
C -2.780 1.845 -1.804
H -3.081 2.403 -2.692
H -2.695 2.512 -0.942
H -3.506 1.063 -1.565
C -5.020 1.765 1.950
C -3.775 1.454 2.753
C -3.240 2.712 3.484
C -3.985 0.387 3.846
C -2.834 0.950 1.772
C -2.226 0.517 0.794
H -5.835 2.115 2.571
H -5.341 0.882 1.410
H -4.784 2.531 1.218
H -4.046 3.033 4.167
H -2.343 2.492 4.099
H -3.001 3.537 2.792
H -4.305 -0.578 3.429
H -3.059 0.229 4.434
H -4.759 0.764 4.533

The net atomic charges from Löwdin, expressed in e, are: 0.344 -0.278 -0.237 -0.309 -0.287 -0.232 -0.044 0.072 0.058 0.107 -0.010 0.079 0.035 0.112 -0.025 0.107 0.041 0.068 -0.036 0.103 0.065 0.072 -0.027 0.101 0.061 0.070 -0.128 -0.115 -0.173 -0.175 -0.104 -0.112 -0.184 -0.180 0.113 0.113 0.106 0.113 0.073 0.086 0.102 0.105 0.088 0.113 0.109 0.083 0.839 -0.212 0.068 0.002 0.050 -0.236 0.059 0.045 0.042 -0.234 0.044 0.060 0.036 0.849 -0.225 0.063 0.030 0.050 -0.231 0.047 0.059 0.039 -0.251 0.064 0.042 0.053 -0.039 -0.616 -0.041 -0.044 -0.139 -0.120 0.091 0.090 0.088 0.097 0.081 0.085 0.086 0.089 0.096

***

4.
Density functional theory data (wB97M-V/def2-TZVPD) for a structure of composition C6H14BrHfO3 in a non-equilibrium geometry.

Summary:
E_HOMO = -0.6740 Eh
calculated total energy = -83899.292 eV
relative energy (zero: lowest compared OMol25 entry of this formula, charge and spin) = 72.1 kcal per mole
net charge = +3
E_LUMO = -0.60410 Eh

Atoms and positions in Å:
Hf 18.198 3.884 16.983
Br 19.380 1.989 15.539
C 23.615 -0.406 14.086
O 23.671 0.911 14.542
C 23.390 1.150 15.877
C 24.183 2.359 16.382
O 25.477 2.112 16.818
C 25.794 1.140 17.758
C 27.172 1.427 18.339
O 27.210 1.008 19.663
C 28.341 1.380 20.421
H 24.458 -1.030 14.464
H 23.649 -0.435 13.002
H 22.723 -0.911 14.497
H 23.669 0.270 16.474
H 22.281 1.224 15.979
H 23.587 2.859 17.168
H 24.312 3.156 15.647
H 25.685 0.103 17.403
H 25.029 1.220 18.564
H 27.455 2.480 18.254
H 27.841 0.703 17.790
H 28.579 2.434 20.224
H 29.196 0.760 20.099
H 28.091 1.230 21.466

The net atomic charges from Löwdin, expressed in e, are: 1.318 -0.148 0.012 -0.020 -0.136 -0.093 0.013 -0.095 -0.084 -0.011 0.039 0.150 0.130 0.138 0.140 0.120 0.175 0.167 0.173 0.195 0.176 0.218 0.134 0.157 0.131

***

5.
Density functional theory data (wB97M-V/def2-TZVPD) for a cluster of 11 separate species, C21H39F5O21 in total in a non-equilibrium geometry.

Summary:
E_HOMO = -0.3477 Eh
calculated total energy = -78988.986 eV
relative energy (zero: lowest compared OMol25 entry of this formula, charge and spin) = 94.5 kcal per mole
SMILES = O=C1OC[C@@H](F)O1.O=C1OC[C@@H](F)O1.O=C1OC[C@@H](F)O1.O=C1OC[C@@H](F)O1.O=C1OC[C@@H](F)O1.CO.CO.CO.CO.CO.CO
net charge = 0
E_LUMO = -0.00619 Eh

Atoms and positions in Å:
C -0.037 -0.011 3.569
C 0.202 0.919 4.738
O -0.168 0.205 5.857
C -0.943 -0.828 5.444
O -1.643 -1.591 6.138
O -1.096 -0.795 4.031
F -0.407 2.004 4.403
H 0.972 -0.386 3.399
H -0.404 0.517 2.690
H 1.261 1.156 4.844
C 3.909 -1.614 1.822
C 4.373 -2.164 0.458
O 3.139 -2.217 -0.226
C 2.171 -2.442 0.657
O 1.147 -2.984 0.312
O 2.608 -2.183 1.889
F 4.823 -3.405 0.731
H 3.757 -0.535 1.821
H 4.449 -2.001 2.686
H 5.183 -1.605 -0.010
C -0.920 -4.790 -0.238
C -2.113 -5.514 -0.914
O -1.925 -6.910 -0.519
C -0.674 -7.144 -0.107
O -0.259 -8.241 0.327
O -0.053 -5.916 0.103
F -2.202 -5.221 -2.253
H -1.261 -4.343 0.696
H -0.595 -4.021 -0.939
H -3.028 -5.035 -0.563
C 0.810 3.353 -3.995
C 1.641 3.282 -2.691
O 0.850 4.153 -1.933
C -0.428 3.910 -2.264
O -1.366 4.356 -1.570
O -0.541 3.497 -3.505
F 2.833 3.695 -3.160
H 0.954 2.499 -4.657
H 0.993 4.288 -4.524
H 1.740 2.325 -2.177
C 3.749 4.403 1.749
C 3.767 3.736 0.400
O 3.131 2.521 0.534
C 3.023 2.288 1.888
O 2.446 1.367 2.397
O 3.407 3.382 2.654
F 5.034 3.398 -0.033
H 3.112 5.284 1.830
H 4.739 4.757 2.041
H 3.195 4.201 -0.404
C -2.977 -2.100 -3.533
O -2.910 -2.020 -2.127
H -2.114 -1.701 -4.066
H -2.960 -3.127 -3.898
H -3.854 -1.568 -3.903
H -2.875 -1.084 -1.918
C -4.056 1.767 -1.337
O -3.469 0.512 -1.138
H -4.255 2.287 -0.401
H -3.481 2.334 -2.070
H -5.017 1.536 -1.797
H -2.829 0.632 -0.433
C 0.226 0.384 -0.261
O -0.640 -0.733 -0.178
H 0.196 0.852 0.723
H 1.266 0.232 -0.550
H -0.112 1.200 -0.899
H -0.261 -1.382 0.420
C 0.501 -0.643 -3.399
O 0.940 -0.369 -4.653
H -0.053 -1.571 -3.255
H 1.415 -0.869 -2.850
H -0.162 0.118 -2.986
H 1.383 -1.152 -4.987
C -3.613 -1.431 1.405
O -4.834 -0.887 0.748
H -3.029 -1.751 0.542
H -3.022 -0.612 1.816
H -3.785 -2.250 2.103
H -4.505 -0.513 -0.073
C -0.432 3.505 1.505
O -1.561 2.635 1.555
H 0.485 2.929 1.379
H -0.469 4.110 0.599
H -0.337 4.341 2.198
H -2.154 2.786 2.295

The net atomic charges from Löwdin, expressed in e, are: -0.113 -0.411 0.167 -0.412 0.129 0.067 0.130 0.119 0.115 0.163 -0.034 -0.278 0.143 -0.545 0.148 0.084 0.085 0.113 0.151 0.174 -0.054 -0.240 0.127 -0.477 0.106 0.040 0.042 0.133 0.121 0.164 -0.011 -0.309 0.116 -0.550 0.112 0.099 0.081 0.137 0.149 0.164 -0.066 -0.308 0.122 -0.469 0.146 0.085 0.064 0.146 0.146 0.159 -0.163 -0.124 0.055 0.074 0.081 0.020 -0.107 -0.152 0.097 0.078 0.091 0.073 -0.155 -0.091 0.043 0.077 0.072 0.056 -0.210 -0.094 0.075 0.083 0.080 0.093 -0.100 -0.146 0.045 0.059 0.083 0.004 -0.143 -0.105 0.051 0.052 0.093 0.087

***

- Which of these has the highest net charge?
  C6H14BrHfO3

***

- Which of these has the highest net charge?
  C6H14BrHfO3

***

- Which value of calculated total energy does entry 4 give?
  -83899.292 eV

***

- What is the calculated total energy in the second record?
  -25394.461 eV